Density functional theory data (ωB97M-V/def2-TZVPD) for 7 unconnected molecules or ions with the total composition C67H144F3N6O3S at a distorted geometry.

XYZ file:
```
224
Properties=species:S:1:pos:R:3:forces:R:3
S -11.130 -15.400 -11.458 0.04 0.35 0.48
F -9.086 -15.598 -13.246 0.20 0.18 0.48
F -8.981 -17.009 -11.578 0.13 -0.11 -0.06
F -10.363 -17.299 -13.233 -0.19 -0.03 0.45
O -11.689 -14.557 -12.519 0.40 -0.35 0.59
O -10.480 -14.731 -10.334 0.15 -0.21 -1.34
O -12.033 -16.436 -10.986 -0.23 -0.46 -0.52
N -12.831 -24.679 -13.466 0.08 0.22 -0.65
N -8.789 -16.629 -6.637 0.80 -0.59 0.26
N -14.870 -17.349 -13.145 -0.19 -1.03 -0.22
N -4.269 -14.751 -16.357 -0.26 0.96 0.73
N -15.377 -12.321 -11.389 -1.66 0.43 -0.33
N -9.947 -8.491 -15.649 0.58 0.70 -0.26
C -6.853 -14.685 -10.368 -0.54 -0.17 -0.03
C -9.975 -9.991 -15.427 -1.34 0.81 -0.86
C -10.236 -17.033 -6.508 -0.13 -0.07 -0.26
C -12.037 -26.205 -9.990 1.24 -0.03 -0.46
C -8.670 -8.064 -16.369 0.85 0.40 -0.61
C -6.629 -17.662 -6.082 0.31 -0.73 0.19
C -11.540 -24.027 -13.867 0.83 0.01 0.29
C -12.842 -25.003 -11.997 -0.02 0.26 0.73
C -13.971 -14.899 -7.851 -0.10 -0.25 -0.29
C -15.863 -10.895 -11.057 0.90 -0.38 0.44
C -10.753 -17.813 -7.711 -0.20 0.25 -1.29
C -12.128 -15.667 -17.154 -0.45 -0.24 0.79
C -14.181 -12.314 -12.329 -0.25 -1.36 0.63
C -3.350 -13.557 -16.096 -0.01 -0.47 0.08
C -17.359 -9.307 -9.800 0.75 -0.77 -0.82
C -7.943 -17.879 -6.834 0.36 0.36 -0.17
C -9.824 -22.224 -13.788 -0.09 0.57 -0.66
C -14.361 -19.203 -11.727 0.24 -1.55 0.98
C -12.330 -6.661 -19.190 0.28 -0.22 -0.16
C -15.171 -24.785 -14.084 -0.84 0.29 -1.11
C -4.655 -15.447 -15.023 0.19 -0.65 -1.00
C -9.795 -16.383 -12.419 -0.87 0.50 -0.12
C -9.193 -6.427 -14.652 1.36 0.69 0.14
C -16.228 -12.410 -13.651 -0.34 1.31 -0.32
C -15.018 -18.167 -10.818 -0.03 0.08 -0.09
C -2.125 -16.100 -16.914 -0.66 1.04 -1.03
C -13.888 -18.516 -12.962 0.25 0.95 -0.55
C -14.029 -23.798 -13.834 0.13 -0.88 0.44
C -7.255 -14.872 -7.812 -0.47 -0.59 0.58
C -14.528 -26.130 -14.477 -1.14 -0.38 0.09
C -9.858 -7.732 -14.313 -0.41 -0.19 -0.61
C -7.122 -13.989 -9.041 -0.11 0.34 -0.28
C -16.933 -10.790 -9.992 -0.41 0.24 0.23
C -3.123 -11.111 -15.526 0.74 -0.46 -1.17
C -14.244 -12.645 -9.154 -0.49 0.00 0.87
C -14.319 -13.398 -7.813 0.43 -0.50 0.22
C -2.926 -10.648 -16.982 -0.66 -0.33 0.38
C -5.560 -14.263 -16.993 -1.53 -1.30 0.63
C -3.949 -12.386 -15.320 0.06 -0.08 0.00
C -3.532 -15.689 -17.325 -0.92 0.08 0.10
C -14.708 -12.218 -13.761 -0.03 0.36 0.57
C -12.178 -18.349 -7.539 -0.23 0.88 0.79
C -13.050 -25.911 -14.338 0.62 -0.15 -0.02
C -11.353 -8.668 -17.784 0.18 0.44 0.93
C -6.797 -16.398 -5.238 -0.21 0.01 0.50
C -12.489 -8.081 -18.639 -0.31 -0.05 1.04
C -8.289 -16.044 -5.302 0.66 -0.61 -0.61
C -12.898 -15.392 -15.861 -0.28 0.44 0.30
C -17.116 -16.841 -14.217 -0.08 0.56 -0.37
C -11.235 -11.864 -14.314 0.37 -1.03 -0.64
C -6.173 -15.386 -14.894 0.00 -0.67 0.81
C -11.097 -22.748 -13.112 0.22 -1.15 0.24
C -15.201 -16.955 -11.727 -0.33 0.94 0.21
C -13.801 -16.543 -15.344 1.00 0.38 -0.11
C -16.478 -12.936 -12.254 0.70 -0.84 -0.09
C -11.134 -7.920 -16.452 0.73 0.02 -0.75
C -1.599 -17.191 -17.859 -0.08 0.19 1.38
C -8.586 -15.640 -7.795 -0.05 0.35 0.81
C -8.168 -6.755 -15.742 -0.35 0.03 -0.19
C -9.229 -20.924 -13.196 -0.95 -0.96 -0.48
C -6.646 -14.397 -15.918 -0.39 1.11 0.63
C -14.219 -16.214 -13.925 -0.21 -0.75 0.73
C -11.296 -10.429 -14.808 -0.70 0.31 0.89
C -15.259 -13.180 -10.144 0.63 -0.52 -1.11
C -18.240 -17.413 -15.060 -1.14 -0.78 0.51
C -16.124 -17.923 -13.827 0.54 0.80 0.26
C -11.636 -25.773 -11.414 -1.43 0.30 -1.18
H -15.936 -24.832 -13.312 0.47 -0.25 0.45
H -10.764 -24.771 -13.681 -0.05 -0.07 0.05
H -11.894 -22.021 -12.945 0.04 0.20 -0.45
H -6.156 -15.515 -10.238 0.27 0.17 -0.23
H -5.855 -14.963 -17.773 0.54 0.25 -0.40
H -11.988 -7.829 -15.786 -0.12 -0.32 -0.09
H -12.916 -15.125 -7.681 0.12 0.42 -0.18
H -7.149 -6.880 -15.379 -0.13 -0.08 0.27
H -11.591 -9.746 -14.001 0.67 -0.23 0.46
H -8.734 -16.185 -8.723 -0.34 0.07 0.03
H -10.803 -23.094 -12.117 -0.11 0.21 0.16
H -14.487 -15.454 -7.068 -0.24 0.10 -0.08
H -12.668 -25.630 -15.319 0.18 -0.01 0.07
H -6.489 -18.541 -5.450 -0.13 0.19 0.28
H -17.804 -11.380 -10.289 -0.10 0.12 0.03
H -17.498 -16.356 -13.315 -0.24 -0.19 0.03
H -11.989 -12.130 -13.581 0.36 0.21 0.26
H -14.969 -10.374 -10.713 -0.02 0.20 -0.26
H -10.878 -7.618 -13.959 0.13 -0.10 0.35
H -2.175 -16.384 -15.863 0.46 -0.19 -0.03
H -6.328 -13.261 -8.865 0.07 -0.10 0.18
H -10.029 -22.029 -14.846 -0.18 0.06 0.00
H -2.446 -9.675 -16.909 -0.11 0.07 -0.49
H -16.653 -12.964 -14.485 0.01 -0.47 0.33
H -1.548 -16.836 -18.883 0.01 -0.12 -0.06
H -15.026 -14.175 -10.535 0.59 0.12 0.03
H -13.863 -19.052 -13.908 -0.20 -0.37 0.24
H -11.372 -6.523 -19.694 -0.05 -0.07 -0.18
H -8.037 -13.396 -9.137 -0.01 0.01 0.02
H -14.412 -17.892 -9.955 0.30 0.02 -0.23
H -6.530 -16.652 -4.214 -0.01 0.34 0.08
H -7.826 -18.048 -7.902 -0.04 -0.02 0.02
H -9.953 -20.130 -13.385 0.09 0.17 0.26
H -12.965 -24.069 -11.443 0.14 0.19 -0.27
H -4.988 -12.238 -15.623 0.06 0.20 0.08
H -13.769 -25.542 -11.793 0.07 -0.26 -0.21
H -13.546 -14.519 -16.001 0.00 0.06 -0.13
H -11.551 -9.706 -17.512 -0.15 -0.11 -0.49
H -16.298 -14.015 -12.230 -0.04 -0.01 0.08
H -14.145 -23.124 -12.989 -0.29 0.20 -0.22
H -9.110 -10.233 -14.816 -0.04 -0.07 0.06
H -12.842 -15.989 -17.911 0.32 0.06 -0.33
H -2.218 -18.082 -17.752 0.08 -0.11 -0.33
H -5.571 -13.226 -17.306 0.79 -0.15 -0.50
H -14.924 -15.387 -13.888 0.13 0.19 0.04
H -2.098 -11.340 -15.221 -0.16 0.31 0.75
H -6.525 -15.118 -13.896 0.39 0.28 0.05
H -11.370 -12.627 -15.092 -0.34 0.44 -0.41
H -9.257 -8.376 -13.673 -0.05 0.20 0.25
H -10.759 -17.119 -8.559 -0.08 -0.11 -0.10
H -10.088 -18.621 -8.017 0.13 -0.03 0.33
H -8.323 -20.680 -13.745 0.20 0.04 0.33
H -12.812 -17.472 -7.370 -0.16 -0.18 0.22
H -15.311 -13.251 -7.387 -0.05 -0.05 0.00
H -10.231 -12.161 -13.998 -0.13 0.37 0.76
H -13.170 -17.435 -15.348 -0.24 -0.20 -0.04
H -2.296 -11.313 -17.571 0.16 0.07 0.09
H -8.830 -7.919 -17.434 -0.43 -0.23 0.10
H -10.702 -25.224 -11.519 -0.09 0.23 0.39
H -7.879 -8.810 -16.306 -0.41 -0.38 0.34
H -8.449 -14.971 -5.310 -0.40 -0.05 0.24
H -9.900 -10.443 -16.416 0.39 -0.08 0.06
H -15.040 -20.034 -11.928 -0.08 0.15 -0.12
H -16.588 -18.586 -13.097 0.06 -0.16 -0.09
H -15.762 -24.480 -14.952 0.16 0.44 0.07
H -9.084 -23.025 -13.842 0.06 -0.02 0.39
H -11.386 -16.445 -16.971 -0.06 -0.13 -0.19
H -13.444 -11.563 -12.066 -0.17 0.05 0.31
H -15.746 -18.503 -14.666 -0.25 0.05 -0.15
H -10.398 -8.605 -18.307 -0.12 -0.28 -0.29
H -13.358 -16.033 -13.285 0.18 0.58 -0.27
H -12.689 -25.532 -9.436 -0.30 0.08 -0.42
H -14.637 -16.665 -16.032 -0.09 -0.20 0.08
H -7.659 -14.648 -16.235 0.25 -0.04 -0.63
H -18.334 -9.304 -9.326 -0.02 0.44 -0.03
H -10.811 -6.915 -16.723 -0.11 0.14 0.30
H -5.712 -17.709 -6.671 -0.27 0.51 -0.44
H -14.524 -11.613 -8.935 0.19 0.08 0.03
H -10.758 -16.086 -6.369 -0.34 -0.15 0.03
H -16.209 -16.545 -11.682 -0.03 -0.08 -0.23
H -16.211 -10.499 -12.007 0.11 0.27 0.08
H -19.113 -16.775 -15.203 0.46 0.56 -0.07
H -8.588 -5.983 -13.860 -0.61 -0.19 0.52
H -9.839 -5.630 -15.012 -0.43 -0.29 0.16
H -6.213 -15.532 -5.533 0.28 -0.30 -0.14
H -12.706 -8.820 -19.408 0.07 0.23 -0.28
H -8.488 -18.713 -6.401 -0.07 0.03 -0.03
H -18.718 -18.238 -14.518 0.31 -0.26 -0.15
H -16.709 -11.434 -13.745 -0.02 -0.01 -0.03
H -9.355 -14.898 -7.583 -0.32 -0.07 -0.66
H -12.265 -19.000 -6.669 -0.01 -0.02 0.00
H -8.789 -16.575 -4.497 -0.44 0.28 -0.10
H -16.667 -16.020 -14.782 0.32 -0.20 -0.08
H -14.721 -26.432 -15.508 -0.03 0.52 -0.12
H -16.619 -11.176 -9.023 0.17 -0.12 -0.11
H -3.641 -15.120 -18.248 0.63 -0.33 -0.28
H -10.356 -17.647 -5.615 0.28 0.18 0.17
H -13.520 -19.644 -11.188 0.07 -0.06 -0.24
H -4.332 -16.471 -15.197 0.04 -0.05 0.39
H -8.133 -5.897 -16.411 0.03 -0.34 -0.39
H -12.200 -10.272 -15.407 0.52 -0.25 -0.84
H -11.590 -14.769 -17.448 -0.13 0.00 -0.27
H -16.278 -13.363 -9.800 0.06 0.72 0.56
H -3.922 -12.583 -14.246 -0.27 -0.24 0.00
H -13.215 -12.630 -9.513 -0.08 -0.22 -0.40
H -7.274 -14.213 -6.943 0.28 -0.02 0.00
H -14.424 -11.228 -14.114 -0.26 -0.15 -0.59
H -16.621 -8.731 -9.244 -0.11 -0.19 0.37
H -14.252 -13.000 -14.363 0.16 0.18 -0.11
H -17.444 -12.750 -11.798 -0.02 0.17 -0.17
H -9.079 -21.054 -12.126 0.31 0.27 0.02
H -4.087 -15.044 -14.189 -0.01 0.29 -0.16
H -6.758 -13.426 -15.423 0.04 -0.03 -0.01
H -14.207 -15.355 -8.818 -0.12 -0.10 0.10
H -12.406 -5.855 -18.459 -0.03 -0.25 0.30
H -13.788 -23.272 -14.754 0.24 0.10 0.11
H -12.645 -18.855 -8.382 0.61 -0.10 -0.28
H -15.928 -18.573 -10.378 -0.25 0.24 -0.32
H -13.609 -12.977 -7.101 -0.17 0.48 -0.09
H -4.143 -16.591 -17.421 -0.24 0.15 0.06
H -7.763 -15.091 -10.810 -0.07 -0.10 0.24
H -3.549 -10.272 -14.981 0.13 -0.20 0.39
H -15.038 -26.946 -13.963 0.75 -0.02 0.67
H -6.442 -15.588 -7.678 0.25 0.27 -0.34
H -17.348 -8.845 -10.789 -0.66 0.18 0.07
H -12.468 -26.762 -13.989 0.01 0.15 0.20
H -6.626 -16.374 -15.006 0.24 -0.04 -0.49
H -12.465 -27.195 -10.112 -0.12 -0.02 0.67
H -0.608 -17.413 -17.468 0.11 -0.28 -0.48
H -11.518 -23.920 -14.952 -0.45 0.33 0.01
H -12.195 -15.089 -15.078 -0.01 -0.19 0.12
H -2.514 -14.016 -15.574 0.19 0.38 0.06
H -17.935 -17.777 -16.039 0.21 0.03 0.06
H -12.873 -18.147 -12.799 -0.23 0.54 0.01
H -6.513 -13.952 -11.101 0.40 -0.13 0.05
H -3.892 -10.606 -17.495 0.08 0.41 -0.10
H -3.012 -13.246 -17.083 -0.02 0.06 0.01
H -11.121 -26.217 -9.400 -0.11 -0.57 0.13
H -13.132 -6.476 -19.903 0.11 0.02 -0.12
H -13.365 -8.084 -17.982 -0.20 -0.06 -0.15
H -14.522 -16.145 -11.460 0.23 -0.21 0.00
H -11.535 -26.630 -12.085 0.31 -0.33 0.46
H -1.502 -15.216 -17.067 0.29 -0.15 0.49
H -13.763 -13.314 -12.199 0.43 0.19 0.18
```
Forces are in eV/Å.

Values from the calculation:
E_LUMO = -8.11 eV
Charge = +5
ΔE to the lowest compared entry with this formula, charge and spin = 53.1 kJ/mol
HOMO-LUMO gap = 10.3 eV
E = -3889.6743 Eh